# 1
Density functional theory data (wB97M-V/def2-TZVPD) for a 2-piece molecular cluster, C4FN3O3 overall.

## Properties
**Spin multiplicity**: 1
**ΔE to the lowest compared entry with this formula, charge and spin**: 3.444 eV
**Charge**: 0

```
11
Properties=species:S:1:pos:R:3:lowdin_charge:R:1
F 0.44728 0.48581 1.59609 0.28
O -0.97654 -0.78894 0.65672 0.20
O 1.21765 -0.88337 -0.05839 0.20
O -0.26931 1.11363 -0.78487 0.07
N -1.73292 2.39697 0.52490 0.17
N 3.14479 0.44618 -0.82846 0.24
N -1.81901 -2.51629 -0.78821 0.24
C -1.05669 1.85491 -0.20416 -0.51
C -1.43851 -1.66531 -0.18100 -0.26
C 0.21336 -0.20823 0.52778 -0.39
C 2.26990 -0.23537 -0.46040 -0.24
```

=====

# 2
Density functional theory data (wB97M-V/def2-TZVPD) for one molecule with the formula C5H8FNO.

## Properties
**Spin multiplicity**: 1
**SMILES**: CC(=O)N/C=C(\C)F
**ΔE to the lowest compared entry with this formula, charge and spin**: 0.852 eV
**Charge**: 0

```
16
Properties=species:S:1:pos:R:3:lowdin_charge:R:1
F 3.18944 -0.39117 -0.59478 0.04
O -0.72189 0.96069 -1.03203 0.07
N -0.30860 -0.93963 0.21049 0.06
C 1.94025 -0.10919 -0.17984 -0.33
C -2.60446 -0.08952 -0.03350 0.00
C -1.11910 0.05063 -0.34113 -0.52
C 1.03539 -1.09117 -0.21953 -0.07
C 1.78913 1.22009 0.46315 -0.03
H 1.42816 1.96800 -0.26165 0.09
H -0.77749 -1.83188 0.35765 0.14
H -3.06471 -0.39159 -0.98418 0.09
H -2.79614 -0.82689 0.73277 0.07
H 2.71000 1.62552 0.90892 0.09
H -3.05834 0.85506 0.26172 0.08
H 1.01378 1.09283 1.24310 0.09
H 1.34457 -2.10178 -0.53116 0.13
```

=====

# 3
Density functional theory data (wB97M-V/def2-TZVPD) for a 2-piece molecular cluster, C32H36F3NO5 overall.

## Properties
**Spin multiplicity**: 1
**SMILES**: CO[C@](CCN)(CCOCC(F)(F)F)COCCc1ccccc1C.O=C1c2ccccc2C(=O)c2ccccc21
**Electronic energy**: -1971.2702 hartree
**Charge**: 0

```
77
Properties=species:S:1:pos:R:3:lowdin_charge:R:1
F 2.83994 0.48010 -1.03372 0.04
F 0.58589 0.97132 -0.54364 0.11
F 2.14402 0.34625 1.12888 0.03
O 0.08393 -1.81118 -0.06436 -0.15
O -4.73022 -2.68869 0.81109 -0.17
O 8.85252 2.90201 -2.35098 0.10
O 4.93395 5.36825 0.29982 0.10
O -2.14941 -3.75343 2.47713 -0.15
N -4.93370 -6.07709 -0.84103 -0.04
C -2.42810 -3.81454 1.06858 -0.41
C -6.41246 -1.11104 1.74870 -0.12
C 4.91103 2.57489 0.30057 0.01
C -5.97795 0.23066 0.94817 -0.14
C -3.52784 -5.60802 -0.64093 -0.27
C -5.67965 1.60213 -1.29328 -0.03
C 9.00002 5.68618 -2.15618 0.00
C 5.92845 0.54465 -0.50970 -0.05
C -3.34339 -5.15783 0.88661 -0.10
C 7.96431 4.93892 -1.59343 -0.08
C -4.89866 2.64851 1.12561 -0.08
C 1.42505 -1.41423 -0.40814 -0.10
C -1.15866 -4.05185 0.11636 -0.08
C -3.30686 -2.62141 0.45347 -0.12
C 4.93442 1.18682 0.22571 -0.08
C 6.90985 1.28876 -1.15472 0.00
C 6.89931 2.68156 -1.06711 -0.09
C -5.05669 2.71758 -0.41467 -0.09
C 5.88994 3.32576 -0.35087 -0.08
C 8.99402 7.07306 -2.05197 -0.06
C -6.16118 0.30629 -0.58130 -0.17
C -6.80002 -0.83715 -1.50258 -0.09
C -5.01197 -1.91160 1.99287 -0.22
C 7.97219 3.46390 -1.72186 -0.28
C 1.68940 0.16549 -0.22470 -0.33
C 6.92950 5.58531 -0.91760 -0.08
C -1.85342 -2.43707 2.97808 -0.11
C 0.12818 -3.16911 0.44122 -0.20
C 7.94977 7.71916 -1.39395 -0.06
C 6.91904 6.97805 -0.82719 0.00
C 5.84598 4.80370 -0.27999 -0.28
C -5.37679 1.36382 1.83747 -0.04
H -7.11118 -1.77419 1.11857 0.10
H 7.68459 0.78238 -1.72150 0.12
H 1.02836 -3.69957 -0.05892 0.13
H -1.39598 -3.89372 -1.00272 0.13
H -5.74446 1.76063 -2.42199 0.10
H -4.42969 3.46140 1.77230 0.08
H 9.80316 7.65177 -2.48588 0.11
H -7.31222 -0.37685 -2.42834 0.08
H -1.02938 -2.56747 3.78161 0.11
H -4.22869 -1.09275 2.18433 0.10
H 0.33929 -3.23953 1.57383 0.14
H 4.13117 3.06989 0.87072 0.12
H -4.31213 -5.10646 1.49128 0.12
H -3.30531 -2.78878 -0.69158 0.13
H 7.94192 8.80185 -1.31918 0.11
H -2.72688 -1.93241 3.53782 0.09
H -0.85385 -5.15206 0.21232 0.13
H 6.11073 7.48673 -0.31163 0.12
H -7.51903 -1.52641 -0.93730 0.07
H -5.30835 1.21306 2.97238 0.10
H -5.56477 -5.50030 -0.24964 0.06
H -2.81870 -6.48845 -0.86730 0.12
H -3.30186 -4.80354 -1.41751 0.10
H -2.71410 -5.98887 1.39197 0.13
H 9.81508 5.18951 -2.67299 0.12
H -2.86969 -1.57052 0.59262 0.14
H -5.07746 -2.52446 2.96158 0.13
H 5.94091 -0.53877 -0.57537 0.11
H -1.38308 -1.72343 2.19958 0.10
H 1.61235 -1.70007 -1.51332 0.16
H -5.24800 -5.90897 -1.80943 0.06
H -4.66681 3.66549 -0.92826 0.08
H 2.24123 -1.93246 0.21804 0.15
H -5.93455 -1.48943 -1.88681 0.08
H -6.89629 -0.85937 2.76675 0.12
H 4.17997 0.60722 0.73754 0.08
```

=====

Number 1: M 157.06 g/mol. Number 2: M 117.12 g/mol. Number 3: M 571.64 g/mol.